[1]
Molecular formula: C2H2GdO4
Method: DFT, the ωB97M-V functional and the def2-TZVPD basis

XYZ file:
```
9
C2H2GdO4 the ωB97M-V functional and the def2-TZVPD basis
C -0.895 1.737 1.728
O -1.188 0.564 1.539
H 0.147 2.039 1.927
H -1.683 2.495 1.869
O 1.677 -1.423 -2.954
C 1.021 -1.376 -1.907
O -0.058 -2.099 -1.687
O 1.346 -0.612 -0.878
Gd -0.368 -1.326 0.364
```

total energy = -1143.7470 a.u.
⟨S²⟩ = 16.184
HOMO energy (alpha / beta) = -13.979 / -12.850 eV
net charge = +1
spin multiplicity = 8
lowest unoccupied orbital energy (alpha / beta) = -0.2161 / -0.2895 Eh

---

[2]
Molecular formula: C2H2I2O
Method: DFT, the ωB97M-V functional and the def2-TZVPD basis

XYZ file:
```
7
C2H2I2O the ωB97M-V functional and the def2-TZVPD basis
C -0.260 -0.372 -1.000
C -1.185 0.150 0.261
O -0.692 -1.014 -1.892
I -1.366 2.256 -0.081
I -3.045 -0.888 0.180
H 0.772 -0.007 -0.898
H -0.713 -0.004 1.220
```

total energy = -748.0034 a.u.
energy relative to the best compared isomer or geometry (same formula, charge and spin) = 6.2 kcal/mol
HOMO energy = -9.538 eV
lowest unoccupied orbital energy = -0.0124 Eh

---

[3]
Molecular formula: C2H2I2O2S
Method: DFT, the ωB97M-V functional and the def2-TZVPD basis

XYZ file:
```
9
C2H2I2O2S the ωB97M-V functional and the def2-TZVPD basis
C -0.482 -1.682 1.739
C -0.393 0.850 -0.984
O -1.224 -2.566 1.791
O 0.406 -0.904 1.845
S 1.130 1.716 -1.355
I -0.391 -1.061 -2.093
I 2.592 1.618 0.429
H -0.467 0.646 0.116
H -1.171 1.384 -1.488
```

total energy = -1221.4839 a.u.
energy relative to the best compared isomer or geometry (same formula, charge and spin) = 10.3 kcal/mol
HOMO energy = -8.621 eV
lowest unoccupied orbital energy = -0.0188 Eh

---

[4]
Molecular formula: C2H2I2OS
Method: DFT, the ωB97M-V functional and the def2-TZVPD basis

XYZ file:
```
8
C2H2I2OS the ωB97M-V functional and the def2-TZVPD basis
C -0.797 0.894 0.924
C -0.359 0.821 -1.623
O -0.295 1.952 1.173
S 0.457 -0.596 -2.217
I 0.596 2.631 -1.593
I -2.342 0.820 -2.615
H -1.722 0.473 1.252
H 1.351 -0.720 -1.186
```

total energy = -1146.0707 a.u.
energy relative to the best compared isomer or geometry (same formula, charge and spin) = 67.2 kcal/mol
HOMO energy (alpha / beta) = -8.165 / -8.421 eV
lowest unoccupied orbital energy (alpha / beta) = -0.0178 / -0.0484 Eh

---

[5]
Molecular formula: C2H2I2P
Method: DFT, the ωB97M-V functional and the def2-TZVPD basis

XYZ file:
```
7
C2H2I2P the ωB97M-V functional and the def2-TZVPD basis
C -0.191 -0.490 -0.930
C -0.333 0.088 0.259
P -0.015 0.438 2.130
I 0.227 -2.256 -2.218
I 2.239 1.380 2.227
H -0.744 0.096 -1.615
H -1.183 0.745 0.148
```

total energy = -1013.7397 a.u.
energy relative to the best compared isomer or geometry (same formula, charge and spin) = 52.3 kcal/mol
HOMO energy (alpha / beta) = -13.529 / -13.529 eV
net charge = +1
lowest unoccupied orbital energy (alpha / beta) = -0.2867 / -0.2867 Eh

---

[6]
Molecular formula: C2H2I2S
Method: DFT, the ωB97M-V functional and the def2-TZVPD basis

XYZ file:
```
7
C2H2I2S the ωB97M-V functional and the def2-TZVPD basis
C 0.643 -0.575 0.453
C -0.335 0.313 -0.437
S 1.738 -1.834 0.350
I -2.234 -0.660 -0.647
I -0.424 2.406 0.336
H 0.728 -0.233 1.487
H -0.116 0.583 -1.542
```

total energy = -1070.8493 a.u.
energy relative to the best compared isomer or geometry (same formula, charge and spin) = 0.0 kcal/mol
⟨S²⟩ = 2.007
HOMO energy (alpha / beta) = -7.545 / -9.478 eV
spin multiplicity = 3
lowest unoccupied orbital energy (alpha / beta) = -0.0222 / -0.1009 Eh

---

[7]
Molecular formula: C2H2IN
Method: DFT, the ωB97M-V functional and the def2-TZVPD basis

XYZ file:
```
6
C2H2IN the ωB97M-V functional and the def2-TZVPD basis
C -1.707 -0.915 -0.084
C -0.472 -0.165 -0.051
N -0.834 -1.725 0.120
I -4.435 0.066 -0.023
H -0.058 -0.128 -1.071
H -0.168 0.396 0.900
```

total energy = -429.6859 a.u.
energy relative to the best compared isomer or geometry (same formula, charge and spin) = 87.5 kcal/mol
HOMO energy = -9.645 eV
lowest unoccupied orbital energy = -0.1062 Eh

---

[8]
Molecular formula: C2H2IN
Method: DFT, the ωB97M-V functional and the def2-TZVPD basis

XYZ file:
```
6
C2H2IN the ωB97M-V functional and the def2-TZVPD basis
C -0.415 -0.348 0.147
C 0.871 0.125 0.007
N 0.274 -1.387 0.118
I -3.254 0.440 0.041
H 1.075 0.502 -0.966
H 1.449 0.668 0.653
```

total energy = -429.6535 a.u.
energy relative to the best compared isomer or geometry (same formula, charge and spin) = 57.1 kcal/mol
⟨S²⟩ = 2.010
HOMO energy (alpha / beta) = -8.589 / -9.809 eV
spin multiplicity = 3
lowest unoccupied orbital energy (alpha / beta) = 0.0313 / -0.1295 Eh

---

[9]
Molecular formula: C2H2IN3
Method: DFT, the ωB97M-V functional and the def2-TZVPD basis

XYZ file:
```
8
C2H2IN3 the ωB97M-V functional and the def2-TZVPD basis
C 0.114 0.432 -1.047
C -1.021 -0.260 -0.594
N 1.524 0.328 2.540
N 1.188 -0.707 2.413
N -1.220 0.522 -1.533
I -1.822 -1.523 0.684
H 0.552 1.348 -0.645
H 0.685 -0.139 -1.819
```

total energy = -539.3141 a.u.
energy relative to the best compared isomer or geometry (same formula, charge and spin) = 28.7 kcal/mol
structure (SMILES) = IC1=NC1.N#N
HOMO energy = -9.848 eV
lowest unoccupied orbital energy = 0.0140 Eh

---

[10]
Molecular formula: C2H2IN3O
Method: DFT, the ωB97M-V functional and the def2-TZVPD basis

XYZ file:
```
9
C2H2IN3O the ωB97M-V functional and the def2-TZVPD basis
C -1.268 -0.389 -0.047
C -0.001 1.205 -0.009
N -0.456 -1.347 0.044
N 1.053 0.430 0.021
N 0.825 -0.994 0.188
O -0.285 2.356 -0.017
I -3.314 -0.420 -0.056
H 1.992 0.699 0.269
H 1.455 -1.539 -0.395
```

total energy = -614.5035 a.u.
energy relative to the best compared isomer or geometry (same formula, charge and spin) = 29.1 kcal/mol
HOMO energy = -8.886 eV
lowest unoccupied orbital energy = 0.0095 Eh

---

[11]
Molecular formula: C2H2INO
Method: DFT, the ωB97M-V functional and the def2-TZVPD basis

XYZ file:
```
7
C2H2INO the ωB97M-V functional and the def2-TZVPD basis
C 1.452 0.171 -0.290
C 1.338 -1.138 -0.474
N 0.949 1.307 -0.269
O 2.010 -2.076 -0.268
I -2.879 0.018 0.142
H -2.881 0.333 1.731
H 0.010 1.385 -0.573
```

total energy = -504.9736 a.u.
energy relative to the best compared isomer or geometry (same formula, charge and spin) = 58.7 kcal/mol
structure (SMILES) = N=C=C=O.I
HOMO energy = -8.759 eV
lowest unoccupied orbital energy = -0.0327 Eh

---

[12]
Molecular formula: C2H2INO3
Method: DFT, the ωB97M-V functional and the def2-TZVPD basis

XYZ file:
```
9
C2H2INO3 the ωB97M-V functional and the def2-TZVPD basis
C 0.015 1.532 -0.414
C 0.576 -1.065 -1.456
N -0.486 -1.364 -0.970
O -0.872 1.353 0.276
O 0.873 1.863 -1.149
O -1.551 -1.497 -0.508
I -1.583 0.466 -3.891
H 0.509 -0.198 -2.193
H 1.615 -1.572 -1.292
```

total energy = -655.4481 a.u.
energy relative to the best compared isomer or geometry (same formula, charge and spin) = 97.5 kcal/mol
HOMO energy (alpha / beta) = -10.197 / -8.367 eV
lowest unoccupied orbital energy (alpha / beta) = -0.0007 / -0.1233 Eh